C2H9NSi | wB97M-V/def2-TZVPD

Each line ends with the natural charge from an NBO analysis.
Atoms and positions in Å:
Si1 -1.95 0.45 0.11  1.1094
N1 -0.98 -0.91 -0.27  -1.0363
C1 0.24 -1.21 0.53  -0.1882
C2 1.97 0.60 -0.44  -0.6127
H1 -0.93 -1.21 -1.18  0.3923
H2 0.85 -2.00 0.20  0.1815
H3 -2.24 0.90 -1.19  -0.1946
H4 2.55 -0.13 -0.93  0.1658
H5 -1.17 1.26 0.99  -0.1859
H6 0.38 -0.75 1.59  0.2051
H7 -3.30 0.01 0.87  -0.1885
H8 2.31 0.81 0.62  0.1740
H9 1.59 1.49 -0.99  0.1781

The HOMO energy (spin up / spin down) is -8.137 / -7.091 eV. Its max |F| is 0.10474 Eh/bohr. The value obtained for the gap between HOMO and LUMO (spin up / spin down) is 9.07 / 7.65 eV.

***

C2H9O2S | wB97M-V/def2-TZVPD

Each line ends with the natural charge from an NBO analysis.
Atoms and positions in Å:
S1 -0.07 -0.61 0.11  -0.7649
O1 -2.52 -2.59 0.95  -0.9762
O2 1.11 0.10 3.10  -0.9884
C1 0.98 0.39 -1.01  -0.5108
C2 0.22 1.46 -1.78  -0.6255
H1 -0.17 1.03 -2.71  0.1910
H2 -0.68 1.77 -1.23  0.2106
H3 1.13 -0.83 2.86  0.4726
H4 1.82 0.77 -0.42  0.1808
H5 -3.09 -1.81 1.01  0.4578
H6 -1.70 -2.19 0.59  0.5025
H7 0.74 0.45 2.27  0.4957
H8 1.43 -0.31 -1.74  0.1758
H9 0.81 2.35 -2.00  0.1790

The HOMO energy is -3.106 eV. Its max |F| is 0.01963 Eh/bohr. The value obtained for the gap between HOMO and LUMO is 7.11 eV. Its total charge is -1.

***

C2H9O2S | wB97M-V/def2-TZVPD

Each line ends with the natural charge from an NBO analysis.
Atoms and positions in Å:
S1 0.94 0.01 0.02  0.0970
O1 -0.32 -1.92 -2.90  -0.9418
O2 -0.95 2.58 -0.19  -0.9323
C1 -0.21 -0.70 1.16  -0.6190
C2 -0.18 -0.27 2.62  -0.6220
H1 -0.28 2.13 0.36  0.4653
H2 0.11 -1.57 -3.69  0.4649
H3 -0.59 2.40 -1.07  0.4662
H4 0.25 -1.60 -2.19  0.4727
H5 -0.29 -1.77 1.07  0.2308
H6 -0.76 0.64 2.77  0.2144
H7 -0.66 -0.99 3.27  0.2217
H8 -1.18 -0.36 0.74  0.2652
H9 0.83 0.00 2.91  0.2169

The HOMO energy (spin up / spin down) is -9.980 / -9.597 eV. Its expectation value of S² is 0.7528. Its max |F| is 0.02481 Eh/bohr. The value obtained for the gap between HOMO and LUMO (spin up / spin down) is 10.58 / 7.18 eV. As for the spin multiplicity: 2.

***

C2H9O3 | wB97M-V/def2-TZVPD

Each line ends with the natural charge from an NBO analysis.
Atoms and positions in Å:
O1 0.77 -1.87 0.82  -1.1524
O2 1.53 0.17 -0.50  -0.7869
O3 -1.52 -2.12 1.70  -1.1216
C1 -0.14 1.93 -0.39  -0.6462
C2 0.48 0.81 -1.20  -0.0591
H1 -0.32 0.08 -1.40  0.1552
H2 -1.04 2.39 -0.80  0.1827
H3 0.79 -2.56 0.16  0.4251
H4 0.92 1.18 -2.14  0.1322
H5 -2.09 -1.42 1.95  0.4395
H6 -0.46 1.35 0.48  0.2165
H7 -0.50 -2.01 1.27  0.5079
H8 1.07 -0.59 -0.01  0.5112
H9 0.51 2.67 0.07  0.1959

The HOMO energy is -4.524 eV. Its max |F| is 0.03571 Eh/bohr. The value obtained for the gap between HOMO and LUMO is 8.66 eV. Its total charge is -1.

***

C2H9O4PS | wB97M-V/def2-TZVPD

Each line ends with the natural charge from an NBO analysis.
Atoms and positions in Å:
S1 -0.50 2.56 0.71  -0.0613
P1 3.05 -0.04 0.78  2.5109
O1 4.63 -0.23 0.94  -0.9867
O2 2.96 1.34 -0.01  -0.9998
O3 2.71 -1.10 -0.37  -0.9848
O4 2.26 -0.14 2.01  -1.1120
C1 -0.22 2.69 2.51  -0.5153
C2 0.99 3.54 2.88  -0.6169
H1 1.90 3.14 2.41  0.2149
H2 -1.14 3.07 2.99  0.2123
H3 2.06 1.74 0.09  0.5258
H4 4.93 0.13 1.81  0.5165
H5 -0.69 3.88 0.49  0.1206
H6 1.13 3.54 3.97  0.2165
H7 0.84 4.58 2.54  0.2035
H8 -0.08 1.64 2.83  0.2396
H9 2.43 -1.96 0.03  0.5163

Its structure (SMILES) is O=P(O)(O)O.CCS. The HOMO energy is -9.424 eV. Its max |F| is 0.02858 Eh/bohr. The value obtained for the gap between HOMO and LUMO is 9.92 eV.

***

C2H9OS | wB97M-V/def2-TZVPD

Each line ends with the natural charge from an NBO analysis.
Atoms and positions in Å:
S1 0.77 -0.40 0.26  0.5776
O1 -1.51 0.43 2.34  -0.9607
C1 1.21 1.05 -0.86  -0.6939
C2 -0.04 -1.43 -0.99  -0.7693
H1 1.39 2.01 -0.31  0.2806
H2 0.25 1.01 -1.64  0.2558
H3 -0.73 -0.81 -1.63  0.2534
H4 2.11 0.70 -1.36  0.2611
H5 -1.26 0.62 3.37  0.5170
H6 -2.04 1.13 2.09  0.4843
H7 -0.36 -0.17 1.00  0.2370
H8 -0.50 -2.25 -0.43  0.2734
H9 0.69 -1.88 -1.81  0.2838

The HOMO energy is -15.976 eV. Its max |F| is 0.11546 Eh/bohr. The value obtained for the gap between HOMO and LUMO is 12.46 eV. Its total charge is +1.

***

C2H9OS | wB97M-V/def2-TZVPD

Each line ends with the natural charge from an NBO analysis.
Atoms and positions in Å:
S1 0.63 0.31 -0.52  0.2766
O1 0.98 -1.04 2.39  -0.9726
C1 -0.58 1.79 -1.17  -0.4362
C2 -0.63 -1.03 -0.79  -0.7061
H1 1.97 -1.24 2.70  0.5041
H2 -1.06 -0.80 -1.80  0.2592
H3 -1.31 1.99 -0.36  0.2535
H4 -0.05 -1.97 -0.98  0.2619
H5 -1.14 -1.11 0.20  0.2697
H6 1.36 -0.30 0.51  0.3142
H7 -0.94 1.39 -2.02  0.2263
H8 0.18 2.54 -1.30  0.2480
H9 0.59 -0.53 3.14  0.5015

The HOMO energy is -15.129 eV. Its max |F| is 0.11051 Eh/bohr. The value obtained for the gap between HOMO and LUMO is 9.47 eV. Its total charge is +1.

***

C2H9OS | wB97M-V/def2-TZVPD

Each line ends with the natural charge from an NBO analysis.
Atoms and positions in Å:
S1 -0.65 0.28 -0.12  0.6691
O1 0.47 -2.67 2.08  -0.9576
C1 1.18 0.41 -0.42  -0.7131
C2 -1.38 1.47 -1.16  -0.7951
H1 -0.83 1.26 -2.09  0.2562
H2 0.03 -3.52 2.01  0.4797
H3 1.36 -0.62 -0.73  0.2725
H4 1.26 1.11 -1.24  0.2556
H5 -2.45 1.42 -1.38  0.3010
H6 1.25 -2.91 2.59  0.4791
H7 2.02 0.60 0.29  0.3030
H8 -1.21 0.71 1.02  0.1879
H9 -1.05 2.47 -0.85  0.2616

The HOMO energy is -14.847 eV. Its max |F| is 0.04877 Eh/bohr. The value obtained for the gap between HOMO and LUMO is 10.97 eV. Its total charge is +1.

***

C2H9OS | wB97M-V/def2-TZVPD

Each line ends with the natural charge from an NBO analysis.
Atoms and positions in Å:
S1 -0.56 0.91 0.13  0.8792
O1 1.84 -0.60 1.67  -0.7429
C1 0.64 0.28 -1.11  -0.7793
C2 -2.04 -0.05 -0.44  -0.6549
H1 -2.65 0.04 0.43  0.3074
H2 2.44 -1.33 1.89  0.5420
H3 1.66 0.86 -0.76  0.3216
H4 -1.78 -0.97 -1.00  0.3281
H5 -2.57 0.72 -1.16  0.3483
H6 0.39 0.60 1.06  0.2865
H7 1.61 -0.40 2.60  0.5105
H8 0.75 -0.83 -1.30  0.3508
H9 0.28 0.78 -2.01  0.3027

The HOMO energy (spin up / spin down) is -22.749 / -20.809 eV. Its expectation value of S² is 0.7564. Its max |F| is 0.06857 Eh/bohr. The value obtained for the gap between HOMO and LUMO (spin up / spin down) is 12.14 / 4.53 eV. As for the spin multiplicity: 2. Its total charge is +2.

***

C2HBr2IO | wB97M-V/def2-TZVPD

Each line ends with the natural charge from an NBO analysis.
Atoms and positions in Å:
I1 -1.35 -0.76 2.42  0.2287
Br1 0.24 -2.28 0.01  0.0719
Br2 -1.77 -0.01 -1.13  0.0808
O1 0.74 2.21 -0.60  -0.4004
C1 1.08 1.13 -0.41  0.5272
C2 -0.71 -0.66 0.38  -0.6838
H1 1.77 0.37 -0.67  0.1757

The HOMO energy (spin up / spin down) is -8.234 / -7.859 eV. Its max |F| is 0.05893 Eh/bohr. The value obtained for the gap between HOMO and LUMO (spin up / spin down) is 7.66 / 6.80 eV.

***

Let's list energy above the lowest of the compared OMol25 structures with the same formula, charge and spin in order: 117.2 5.0 4.0 10.9 0.0 27.8 54.9 26.4 40.5 81.1 kcal/mol.